No. 1
9
Properties=species:S:1:pos:R:3:forces:R:3:lowdin_charge:R:1 method="wB97M-V/def2-TZVPD" orbital_gap_ev=9.7 largest_force_ev_per_a=1.36 lumo_energy_ev=0.616 homo_energy_ev=-9.062 relative_energy_kj_mol=114.5
N 0.949 0.540 -1.199 0.1 0.1 0.0 0.14
C 0.294 0.479 -0.002 -0.1 0.0 0.1 -0.58
C -0.569 -0.691 0.217 0.1 0.0 -0.1 -0.07
N -1.186 -0.676 1.369 -0.6 0.1 1.2 -0.10
N -1.676 -0.588 2.381 0.5 -0.2 -1.2 0.26
O 0.403 1.358 0.840 0.0 -0.2 -0.2 0.03
H 1.588 1.312 -1.300 -0.1 -0.1 -0.1 0.11
H 0.976 -0.206 -1.873 -0.1 0.0 0.2 0.10
H -0.779 -1.529 -0.434 0.1 0.2 0.0 0.11

---

No. 2
81
Properties=species:S:1:pos:R:3:forces:R:3:lowdin_charge:R:1 method="wB97M-V/def2-TZVPD" total_charge=+2 orbital_gap_ev="5.6 / 5.4" largest_force_ev_per_a=0.69 spin_multiplicity=4 lumo_energy_ev="-7.195 / -7.417" homo_energy_ev="-12.830 / -12.830" s2=3.7882 relative_energy_kj_mol=140.7
Re -0.361 0.812 1.090 0.0 -0.5 -0.5 1.48
O 3.382 -1.317 0.028 0.1 0.0 0.1 0.01
C 3.208 -2.237 1.038 0.0 0.0 -0.1 -0.26
C 4.319 -2.685 1.732 0.0 0.0 0.0 0.00
C 4.162 -3.617 2.748 0.0 0.0 0.0 -0.05
C 2.906 -4.113 3.070 0.0 0.0 0.0 -0.06
C 1.797 -3.655 2.377 0.0 0.0 0.0 -0.02
C 1.934 -2.710 1.366 0.0 0.1 0.0 -0.13
C 0.722 -2.146 0.682 0.1 -0.3 0.1 -0.34
O 0.572 -0.776 1.018 0.2 0.1 0.4 -0.34
N 0.882 -2.178 -0.761 0.0 0.1 -0.2 -0.03
N -0.193 -1.556 -1.405 0.0 0.0 0.0 0.03
C -0.390 -1.915 -2.609 0.0 -0.1 -0.1 -0.19
C -1.392 -1.322 -3.474 0.0 0.1 0.0 -0.63
Br -2.281 0.215 -2.808 0.0 0.0 0.0 0.83
C -1.666 -1.752 -4.711 0.0 0.0 0.0 -0.08
C -1.156 -2.977 -5.344 0.0 0.0 0.0 -0.23
C -0.771 -2.927 -6.685 0.0 0.0 0.0 -0.03
C -0.283 -4.059 -7.315 0.0 0.0 0.0 -0.06
C -0.200 -5.261 -6.624 0.0 0.0 0.0 -0.06
C -0.618 -5.330 -5.303 0.0 0.0 0.0 -0.06
C -1.095 -4.195 -4.665 0.0 0.0 0.0 -0.05
H 2.614 -1.425 -0.567 -0.1 0.0 0.0 0.07
H 5.298 -2.317 1.456 0.0 0.0 0.0 0.12
H 5.035 -3.968 3.282 0.0 0.0 0.0 0.12
H 2.793 -4.851 3.851 0.0 0.0 0.0 0.11
H 0.810 -4.027 2.626 0.0 0.0 0.0 0.12
H -0.180 -2.667 1.021 -0.1 0.1 0.0 0.16
H 1.048 -3.132 -1.079 0.0 -0.1 0.0 0.16
H 0.225 -2.685 -3.080 0.0 0.0 0.0 0.13
H -2.325 -1.143 -5.320 0.0 0.0 0.0 0.12
H -0.851 -1.996 -7.232 0.0 0.0 0.0 0.12
H 0.021 -4.008 -8.352 0.0 0.0 0.0 0.11
H 0.165 -6.148 -7.123 0.0 0.0 0.0 0.11
H -0.595 -6.275 -4.776 0.0 0.0 0.0 0.11
H -1.477 -4.269 -3.654 0.0 0.0 0.0 0.12
C -4.225 -0.205 1.860 0.0 0.0 0.0 -0.06
C -3.582 0.108 0.512 0.0 0.0 0.0 -0.23
C -3.681 1.559 0.106 0.0 0.0 0.0 -0.22
C -4.622 1.961 -0.830 0.0 0.0 0.0 -0.05
C -4.726 3.295 -1.202 0.0 0.0 0.0 -0.03
C -3.884 4.240 -0.646 0.0 0.0 0.0 -0.01
C -2.924 3.886 0.302 0.0 0.0 0.0 -0.19
C -2.030 4.953 0.884 0.0 0.0 0.0 -0.21
C -2.743 5.821 1.923 0.0 0.0 0.0 -0.07
C -2.861 2.543 0.669 0.0 0.0 0.0 -0.23
N -1.868 2.103 1.619 -0.2 0.2 0.3 -0.16
C -1.953 2.409 2.894 0.1 0.0 -0.1 -0.02
C -0.990 1.815 3.724 0.0 0.1 0.0 -0.28
C -0.646 1.826 5.066 0.0 0.0 0.0 0.04
C 0.439 0.941 5.214 0.0 0.0 0.0 -0.03
C 0.720 0.408 3.973 0.1 0.0 0.0 -0.08
N -0.146 0.929 3.050 -0.1 0.2 0.0 -0.16
H -4.166 -1.270 2.083 0.0 0.0 0.0 0.08
H -5.278 0.078 1.845 0.0 0.0 0.0 0.09
H -3.751 0.337 2.679 0.0 0.0 0.0 0.06
H -4.038 -0.499 -0.272 0.0 0.0 0.0 0.11
H -2.526 -0.237 0.499 0.0 0.0 0.0 0.05
H -5.275 1.221 -1.276 0.0 0.0 0.0 0.12
H -5.461 3.593 -1.937 0.0 0.0 0.0 0.12
H -3.958 5.277 -0.951 0.0 0.0 0.0 0.13
H -1.691 5.593 0.067 0.0 0.0 0.0 0.12
H -1.130 4.511 1.318 0.0 0.0 0.0 0.09
H -3.621 6.299 1.488 0.0 0.0 0.0 0.08
H -2.082 6.604 2.292 0.0 0.0 0.0 0.08
H -3.086 5.238 2.780 0.0 0.0 0.0 0.06
H -2.743 3.059 3.254 0.0 0.0 0.0 0.16
H -1.125 2.401 5.843 0.0 0.0 0.0 0.13
H 0.949 0.697 6.131 0.0 0.0 0.0 0.12
H 1.460 -0.323 3.687 0.0 0.0 0.0 0.12
S 0.061 2.287 -0.655 0.1 0.1 0.1 0.72
C 1.610 1.692 -1.273 -0.1 0.0 0.1 -0.68
N 2.705 1.665 -0.476 0.0 0.0 -0.1 0.12
C 3.897 1.235 -0.925 0.1 0.0 0.0 -0.01
C 4.011 0.870 -2.242 0.0 0.0 0.0 0.02
C 2.860 0.947 -3.016 0.0 0.0 0.0 -0.03
N 1.678 1.336 -2.530 0.0 0.0 -0.1 0.12
H 2.615 1.965 0.487 0.0 0.0 0.0 0.16
H 4.709 1.209 -0.214 0.0 0.0 0.0 0.16
H 4.954 0.536 -2.646 0.0 0.0 0.0 0.14
H 2.874 0.683 -4.067 0.0 0.0 0.0 0.14